*one*
The following is a quantum chemistry calculation of a single C5H13NO3 molecule, from OMol25.

As for the SMILES: C[C@@](N)(CO)[C@H](O)CO. The orbital gap comes out at 9.17 eV. As for the highest occupied orbital energy: -0.30894 Ha.

Positions of all 22 atoms, in Å:
C 0.101 0.002 -0.571
C -0.490 0.262 0.747
C -0.661 -1.394 1.515
C 0.025 1.800 -1.149
C -0.722 -0.786 -1.571
N 1.474 -0.404 -0.497
O 0.364 0.935 1.647
O 0.630 -1.805 1.959
O -0.113 2.907 -0.281
H 1.274 0.783 1.323
H 0.897 -1.152 2.628
H 0.276 2.664 0.577
H -1.491 0.684 0.747
H 1.836 -0.699 -1.399
H 1.610 -1.176 0.163
H -1.320 -1.270 2.379
H -1.071 -2.173 0.872
H -0.790 1.862 -1.873
H 0.959 1.921 -1.711
H -0.656 -1.863 -1.392
H -1.772 -0.490 -1.524
H -0.362 -0.606 -2.590

*two*
The following is a quantum chemistry calculation of 2 unconnected molecules or ions with the total composition C5H13NO3, from OMol25.

As for the SMILES: C[N+](=O)[O-].CCOCC. The orbital gap comes out at 9.82 eV. As for the highest occupied orbital energy: -0.35297 Ha.

Positions of all 22 atoms, in Å:
C 8.101 -7.910 -16.118
N 6.823 -7.604 -16.852
O 6.262 -8.549 -17.371
O 6.430 -6.455 -16.851
H 8.694 -8.516 -16.790
H 7.845 -8.389 -15.177
H 8.535 -6.951 -15.851
C 9.219 -6.690 -19.536
C 8.028 -5.752 -19.571
O 8.133 -5.016 -20.772
C 6.960 -4.278 -21.041
C 7.252 -3.266 -22.110
H 9.414 -7.122 -18.550
H 9.069 -7.494 -20.252
H 10.131 -6.129 -19.743
H 7.061 -6.279 -19.535
H 7.983 -5.084 -18.697
H 6.165 -4.986 -21.319
H 6.526 -3.816 -20.144
H 7.706 -3.689 -23.009
H 7.887 -2.463 -21.737
H 6.381 -2.762 -22.544

Energies in kJ/mol, measured from the most stable structure: *one* 0.0; *two* 118.7.

*one*
The following is a quantum chemistry calculation of a single H2NO4P molecule, from OMol25.

The orbital gap comes out at 9.74 eV. As for the highest occupied orbital energy: -0.39398 Ha.

Positions of all 8 atoms, in Å:
N -1.171 0.269 0.156
O -1.373 -0.205 1.263
O -1.843 1.104 -0.430
O 0.487 -1.564 0.447
O 1.568 0.790 -0.599
P 0.119 -0.703 -0.828
H 0.945 -1.063 1.209
H 1.268 1.371 -1.217

*two*
The following is a quantum chemistry calculation of a single H2NO4P molecule, from OMol25.

As for the SMILES: O=PON(O)O. The orbital gap comes out at 9.36 eV. As for the highest occupied orbital energy: -0.36571 Ha.

Positions of all 8 atoms, in Å:
N 0.573 -0.155 0.280
O 0.124 -1.115 -0.637
O 1.914 -0.178 0.517
O 4.406 0.342 0.260
O 0.394 1.192 -0.104
P 3.302 -0.285 -0.420
H 0.686 -1.078 -1.349
H -0.369 1.456 0.439

Energies in kJ/mol, measured from the most stable structure: *one* 0.0; *two* 74.2.